Record 1
Density functional theory data (ωB97M-V with the def2-TZVPD basis set) for the molecule C4H6BrNO.

The SMILES is CC(C)=NC(=O)Br.

Last column: Mulliken charge in e.
Atoms and positions in Å:
C 0.911948 -0.193870 -1.542189  -1.05
C 0.219847 0.021810 -0.216298  0.84
C -0.751848 -1.062704 0.164136  -1.11
N 0.555815 1.104481 0.367656  -0.54
C -0.263321 1.424825 1.742631  0.42
O -0.392829 0.707996 2.633859  -0.38
Br -0.820945 3.201217 1.585591  -0.11
H 1.002603 0.637617 -2.256545  0.34
H 0.368114 -0.969616 -2.029562  0.33
H 1.861771 -0.645611 -1.129537  0.25
H -1.403010 -1.244932 -0.682377  0.30
H -0.097636 -2.066822 0.240046  0.25
H -1.190508 -0.914389 1.122589  0.43

Atomic forces in eV per Å
C 0.769 -0.937 1.127
C -0.247 1.172 -0.671
C 2.595 -1.995 -0.211
N -2.124 0.509 3.078
C 2.597 -0.286 -4.987
O -0.427 -1.285 2.109
Br -0.409 0.850 0.177
H 0.307 -0.058 0.899
H -0.151 -0.778 -0.660
H -0.384 0.593 -1.331
H -0.483 0.078 0.182
H -1.358 2.087 -0.115
H -0.686 0.049 0.403



Record 2
Density functional theory data (ωB97M-V with the def2-TZVPD basis set) for a structure of composition C4H6BrNS.

Last column: Mulliken charge in e.
Atoms and positions in Å:
C -0.659209 -0.941036 -1.274850  -0.26
C -0.961395 -1.695444 0.018541  -0.36
C 0.660308 0.292644 0.020239  0.21
C 0.514300 2.028007 0.810386  -1.03
N 0.091347 0.060174 -1.215434  -0.45
S 0.025158 -0.843991 1.280329  -0.13
Br 2.662688 0.095442 -0.056408  -0.16
H -1.113232 -1.258861 -2.171521  0.45
H -2.071995 -1.567836 0.094908  0.31
H -0.523495 -2.775687 -0.231427  0.29
H -0.505898 2.089069 0.988526  0.34
H 0.813941 2.612397 -0.003263  0.39
H 1.067483 1.905126 1.739974  0.39

Atomic forces in eV per Å
C 0.140 -0.063 2.132
C 0.794 -1.421 -1.694
C 1.054 3.254 3.405
C 0.684 -5.008 -1.459
N 0.404 0.951 -1.365
S -0.784 -0.475 -0.454
Br -0.464 0.029 -0.327
H -0.485 -0.213 -1.081
H 0.907 -0.868 0.541
H -1.588 1.881 1.006
H -1.912 0.268 0.354
H 0.932 1.253 -0.576
H 0.318 0.411 -0.480



Record 3
Density functional theory data (ωB97M-V with the def2-TZVPD basis set) for a structure of composition C4H6CdO2.

As for the expectation value of S²: 0.762. Its charge is +1. Its spin multiplicity is 2.

Last column: Mulliken charge in e.
Atoms and positions in Å:
O -0.767393 0.534407 3.023079  -0.22
C 0.405832 0.142543 2.739484  -0.01
H -0.986102 0.548646 3.973766  0.39
H 0.990900 -0.138111 3.634500  0.37
C -1.078316 -0.366747 -0.582953  -0.88
C -0.605989 -0.042279 -1.783196  0.02
C 0.827186 -0.146289 -2.225970  0.10
O 1.573756 0.192108 -1.116326  -0.77
Cd 1.014633 -0.060124 0.650023  0.66
H -1.324789 0.303259 -2.544102  0.32
H -2.043746 -0.432221 -0.082604  0.44
H 0.981326 0.609753 -3.020632  0.29
H 1.012702 -1.144943 -2.665067  0.29

Atomic forces in eV per Å
O 0.112 0.025 -0.380
C 0.223 -0.331 0.485
H -0.020 0.022 0.132
H -0.037 0.114 -0.256
C -0.079 0.475 -1.347
C -1.397 -0.864 0.129
C -1.071 0.855 0.005
O 2.729 -0.015 -1.799
Cd -1.002 -0.013 2.250
H -0.056 -0.177 0.312
H 0.339 0.012 -0.110
H 0.162 -0.377 0.249
H 0.097 0.274 0.330



Record 4
Density functional theory data (ωB97M-V with the def2-TZVPD basis set) for the molecule C4H6Cl2.

The SMILES is C[C@@H](Cl)/C=C/Cl.

Last column: Mulliken charge in e.
Atoms and positions in Å:
C -1.534153 1.680223 -0.165091  -1.09
C -1.246851 0.395014 0.605838  0.29
Cl -2.061971 -1.052022 -0.225416  -0.22
C 0.266013 0.009174 0.538663  -0.37
C 1.184237 0.482453 -0.267958  -0.16
Cl 2.791591 -0.264987 -0.056298  -0.22
H -2.550081 1.853663 -0.560102  0.33
H -1.226211 2.607746 0.382611  0.32
H -0.784137 1.762247 -0.949370  0.22
H -1.585755 0.451970 1.576720  0.37
H 0.662168 -0.912926 1.120641  0.22
H 1.064999 1.225276 -1.050070  0.30

Atomic forces in eV per Å
C 0.849 1.251 -0.031
C 2.052 -0.465 -3.086
Cl 0.037 0.749 0.555
C -0.980 -1.668 1.437
C 0.927 -0.277 0.024
Cl -0.541 0.714 -0.671
H 0.513 -0.507 0.300
H -0.568 -0.891 0.370
H -0.621 -0.315 -0.697
H -0.797 -0.295 2.075
H -1.310 1.797 -0.527
H 0.439 -0.092 0.251



Record 5
Density functional theory data (ωB97M-V with the def2-TZVPD basis set) for a cluster of 2 separate species, C4H6Cl2Si in total.

As for the expectation value of S²: 2.017. Its spin multiplicity is 3.

Last column: Mulliken charge in e.
Atoms and positions in Å:
C 1.583106 1.380997 1.970994  -0.60
C -0.871341 -1.641264 -2.151626  -0.45
C 0.510918 0.655359 1.615236  -0.21
C 0.128816 -1.141121 -1.442380  -0.34
Si -0.672068 0.740428 0.135994  0.65
Cl -2.574735 0.142759 0.672654  -0.27
Cl -1.124897 2.379930 -0.977640  -0.23
H 2.299374 1.068513 2.713867  0.25
H 1.805321 2.270166 1.467654  0.24
H -0.784308 -2.575087 -2.614686  0.27
H -1.828591 -1.108289 -2.233487  0.13
H 0.602072 -0.422568 1.958383  0.22
H 0.926332 -1.749823 -1.114964  0.35

Atomic forces in eV per Å
C -0.545 -0.665 -0.226
C -0.241 2.701 1.455
C 0.298 -1.448 -0.229
C -0.972 -2.362 -2.515
Si -0.217 0.455 1.994
Cl -0.005 -0.300 0.340
Cl 0.376 0.823 -0.166
H 0.042 -0.297 0.052
H 0.176 1.566 -0.366
H 0.021 -1.559 -0.485
H 0.373 -0.084 -0.414
H -0.850 1.183 -0.012
H 1.545 -0.012 0.572



Record 6
Density functional theory data (ωB97M-V with the def2-TZVPD basis set) for a cluster of 2 separate species, C4H6Cl3N in total.

The SMILES is NC1=CCC1(Cl)Cl.Cl.

Last column: Mulliken charge in e.
Atoms and positions in Å:
N 1.489238 0.500412 1.827936  -0.52
C 0.940346 0.366360 0.596059  -0.19
C 0.229576 1.162536 -0.207908  -0.34
C -0.261580 -0.009211 -1.078436  -0.43
C 0.657160 -0.870646 -0.208638  0.81
Cl 2.090014 -1.611890 -0.936539  -0.18
Cl -0.268914 -2.170219 0.627642  -0.19
H 1.951098 1.358167 2.090628  0.27
H 2.190246 -0.126610 2.162559  0.24
H -0.153656 2.207329 -0.373244  0.32
H -1.372748 -0.405401 -0.959786  -0.07
H -0.067700 0.167646 -2.236437  0.25
Cl -4.003492 -0.687769 -0.209422  -0.25
H -3.419588 0.119292 -1.094411  0.29

Atomic forces in eV per Å
N 1.340 0.446 1.349
C -0.452 0.397 0.111
C -1.875 0.307 -1.446
C -1.460 0.572 -2.425
C -0.052 -0.513 0.333
Cl 0.116 0.087 -0.188
Cl 0.234 0.183 0.142
H -0.827 0.860 -0.517
H -0.051 -1.468 -0.435
H 0.975 -1.090 0.891
H 2.282 1.132 -0.148
H -0.094 -0.933 2.320
Cl 0.584 0.903 -0.976
H -0.721 -0.883 0.989



Across the entries above, relative energy (zero: lowest compared OMol25 entry of this formula, charge and spin) takes the values 16.00, 45.16, 19.86, 17.30, 57.66, 16.76 kcal per mole, respectively.